w.
17
Properties=species:S:1:pos:R:3:lowdin_charge:R:1 method="wB97M-V/def2-TZVPD" e_lumo_ha="-0.29408 / -0.41787" gap_ev="11.09 / 10.01" spin_multiplicity=2 e_homo_ev="-19.0959 / -21.3803" total_charge=+2
C 1.600 -0.538 0.166 -0.071
C 0.741 0.562 0.814 -0.150
C -0.712 0.729 0.532 0.049
C -1.145 1.301 -0.682 -0.048
N -2.372 1.318 -1.137 0.263
N 0.838 -1.892 0.138 0.212
H 1.930 -0.388 -0.862 0.142
H 2.456 -0.747 0.793 0.141
H 1.323 1.486 0.722 0.157
H 0.856 0.417 1.891 0.138
H -1.417 0.351 1.263 0.145
H -0.381 1.752 -1.306 0.164
H -3.099 0.732 -0.732 0.168
H -2.499 1.510 -2.130 0.172
H 1.214 -2.634 -0.457 0.186
H -0.128 -1.672 -0.100 0.149
H 0.795 -2.287 1.086 0.184

x.
17
Properties=species:S:1:pos:R:3:lowdin_charge:R:1 method="wB97M-V/def2-TZVPD" e_lumo_ha="-0.35132 / -0.49200" gap_ev="10.74 / 7.09" spin_multiplicity=2 e_homo_ev="-20.2964 / -20.4734" total_charge=+2
C 0.245 2.233 -0.471 0.022
C -0.541 0.872 -0.853 -0.113
C -0.077 -0.221 -0.049 -0.126
C 0.381 -1.440 -0.591 0.044
N 0.523 -2.532 0.210 0.166
N -0.392 -0.213 1.393 0.298
H 0.589 2.711 -1.384 0.105
H 1.115 2.015 0.141 0.081
H -0.412 2.923 0.050 0.096
H -1.581 1.043 -0.512 0.160
H -0.597 0.832 -1.942 0.153
H 0.604 -1.437 -1.652 0.174
H 1.473 -2.713 0.560 0.179
H 0.018 -3.373 -0.073 0.161
H 0.442 0.150 1.875 0.209
H -1.220 0.346 1.626 0.204
H -0.572 -1.194 1.671 0.185

The computed energies, referenced to the most stable structure and given in kcal/mol, are w 0.0; x 55.9.

w.
12
Properties=species:S:1:pos:R:3:lowdin_charge:R:1 method="wB97M-V/def2-TZVPD" e_lumo_ha="0.16595 / 0.16097" gap_ev="3.83 / 6.87" spin_multiplicity=2 e_homo_ev="0.6860 / -2.4906" total_charge=-1
N 0.499 -2.040 -1.289 -0.013
H -0.218 -2.092 -0.566 -0.007
H 0.780 -2.999 -1.477 -0.021
H 1.298 -1.643 -0.802 -0.011
C -0.498 1.575 -0.381 -0.331
C -0.121 0.417 1.674 -0.322
N -0.932 0.712 0.652 -0.273
H -0.006 1.050 -1.214 0.028
H -1.368 2.075 -0.811 0.025
H 0.161 2.387 0.006 0.030
H 0.971 0.375 1.576 -0.052
H -0.565 0.181 2.632 -0.053

x.
12
Properties=species:S:1:pos:R:3:lowdin_charge:R:1 method="wB97M-V/def2-TZVPD" e_lumo_ha="0.15828 / 0.15459" gap_ev="3.12 / 8.54" spin_multiplicity=2 e_homo_ev="1.1907 / -4.3351" total_charge=-1
N 2.415 -0.393 1.871 -0.236
H 2.998 -0.183 1.063 -0.091
H 1.481 -0.724 1.675 -0.099
H 2.469 0.377 2.529 -0.086
C -2.164 0.427 -1.177 -0.105
C -1.072 0.320 -0.389 -0.465
N 0.114 -0.267 -0.714 -0.016
H -2.296 0.117 -2.201 0.012
H -3.079 0.612 -0.622 0.008
H -0.979 0.964 0.478 0.055
H 0.285 -0.659 -1.625 0.038
H 0.793 -0.642 -0.059 -0.015

The computed energies, referenced to the most stable structure and given in kcal/mol, are w 0.0; x 3.2.

w.
8
Properties=species:S:1:pos:R:3:lowdin_charge:R:1 method="wB97M-V/def2-TZVPD" e_lumo_ha=0.00512 gap_ev=10.80 e_homo_ev=-10.6611 smiles="O=[N+]([O-])OCBr" total_charge=0
O -0.867 -0.878 -2.340 0.090
N 0.197 -1.384 -2.141 -0.440
O 0.791 -2.219 -2.667 0.195
O 0.857 -0.836 -1.042 -0.091
C 0.222 0.171 -0.305 -0.539
Br 0.475 1.913 -1.169 0.629
H -0.874 -0.031 -0.502 0.092
H 0.822 0.381 0.567 0.063

x.
8
Properties=species:S:1:pos:R:3:lowdin_charge:R:1 method="wB97M-V/def2-TZVPD" e_lumo_ha=0.00724 gap_ev=10.73 e_homo_ev=-10.5377 smiles="O=CBr.O=NO" total_charge=0
O -1.080 1.051 1.143 -0.020
C -1.612 1.034 0.098 -0.808
Br -3.121 -0.002 -0.262 0.723
H -1.370 1.807 -0.708 0.096
O 1.881 -2.521 0.014 0.040
N 1.917 -1.420 0.447 -0.110
O 1.554 -0.445 -0.470 -0.050
H 1.831 0.496 -0.261 0.129

The computed energies, referenced to the most stable structure and given in kcal/mol, are w 28.6; x 0.0.